(1)
This record from the Open Molecules 2025 dataset describes C40H34MoN6S2Sb as an isolated structure. The level of theory is ωB97M-V/def2-TZVPD.

Structure (XYZ):
```
84
Properties=species:S:1:pos:R:3
Mo 0.03522 -1.73590 -0.34555
C -4.34618 -1.19163 -0.46954
C -3.02968 -1.42133 -0.86389
N -1.99960 -1.33272 -0.02741
C -2.24538 -0.97965 1.27243
C -3.54757 -0.75250 1.75635
C -4.61164 -0.86286 0.83833
C -3.71915 -0.47596 3.13320
C -2.64196 -0.53345 3.97127
C -1.34078 -0.76722 3.48387
C -1.11638 -0.90108 2.13303
N 0.10683 -1.04506 1.43612
C 1.37852 -0.73323 1.97278
C 1.67983 -0.00479 3.10047
C 3.01759 0.24361 3.46443
C 4.05622 -0.19917 2.69758
C 3.79057 -0.89872 1.49751
C 4.79373 -1.30752 0.59585
C 4.43901 -1.89877 -0.59220
C 3.09143 -2.11736 -0.86955
N 2.11959 -1.77983 -0.03024
C 2.45278 -1.16033 1.14315
H -5.14233 -1.29269 -1.19310
H -2.79222 -1.69495 -1.88454
H -5.62932 -0.71595 1.17822
H -4.71185 -0.26258 3.50759
H -2.78072 -0.39529 5.03507
H -0.53875 -0.87299 4.19805
H 0.89569 0.40798 3.71487
H 3.20937 0.80760 4.36701
H 5.08219 -0.00795 2.98351
H 5.83569 -1.14561 0.84284
H 5.18669 -2.18680 -1.31723
H 2.78688 -2.57320 -1.80389
S 0.34892 0.03223 -1.87073
Sb -0.21998 2.26270 -1.18066
C -0.51435 3.09032 -3.12359
C -1.56940 3.94654 -3.40647
C -1.63841 4.51289 -4.67174
C -0.66185 4.23582 -5.61721
C 0.38233 3.36987 -5.31729
C 0.46442 2.78747 -4.06232
C 1.59956 2.80586 -0.22323
C 2.80349 2.30224 -0.70225
C 3.98845 2.72796 -0.11993
C 3.96464 3.63953 0.92786
C 2.75663 4.13427 1.39938
C 1.56401 3.72733 0.81822
C -1.71863 2.47736 0.32319
C -1.32463 2.23256 1.63384
C -2.17892 2.58169 2.66842
C -3.40354 3.17758 2.39163
C -3.79270 3.40223 1.07855
C -2.94964 3.05371 0.03200
H -2.31955 4.19028 -2.66681
H -2.45584 5.18043 -4.90902
H -0.71245 4.70344 -6.59108
H 1.13998 3.15235 -6.05797
H 1.27873 2.11282 -3.82712
H 2.82427 1.59227 -1.52031
H 4.93413 2.36334 -0.49981
H 4.89134 3.97813 1.37188
H 2.73763 4.85266 2.20819
H 0.62519 4.14031 1.16605
H -0.35282 1.80299 1.84754
H -1.87423 2.42091 3.69483
H -4.05122 3.48015 3.20379
H -4.74179 3.87485 0.86330
H -3.25603 3.23951 -0.98884
C 0.61298 -7.11264 0.52343
C -0.25253 -5.85034 0.60379
C -0.22523 -5.04763 -0.64750
N -0.15778 -3.75669 -0.70092
N -0.16940 -3.20343 -1.95320
C -0.24939 -4.10289 -2.90072
N -0.26094 -3.84973 -4.20339
S -0.31207 -5.73136 -2.24200
H 0.51408 -7.68172 1.44437
H 1.66480 -6.86467 0.38434
H 0.29461 -7.75579 -0.29869
H 0.06859 -5.20473 1.42213
H -1.28976 -6.14140 0.79488
H -0.21057 -2.90339 -4.54680
H -0.35946 -4.59025 -4.87844
```

Energy above the lowest of the compared OMol25 structures with the same formula, charge and spin ... 0.0 kJ/mol
Spin multiplicity ... 3
Charge ... +3
Orbital gap (spin up / spin down) ... 0.23864 / 0.24972 Eh
DFT total energy ... -81014.751 eV

Results of the Mulliken charge analysis, in e, for atoms 1 through 6: Mo -0.39; C -1.17; C -0.31; N 0.46; C 0.17; C 0.61

---

(2)
This record from the Open Molecules 2025 dataset describes C40H35F6GdOP2 as an isolated structure. The level of theory is ωB97M-V/def2-TZVPD.

Structure (XYZ):
```
85
Properties=species:S:1:pos:R:3
C 1.30469 -2.66123 -3.29253
C 0.18124 -2.94188 -2.48762
C -0.92826 -3.61165 -3.03541
C -0.84478 -4.11904 -4.33394
C 0.30255 -3.91726 -5.11493
C 1.36326 -3.16778 -4.58706
P 0.18822 -2.35126 -0.79535
C -1.30566 -3.07140 -0.00311
C -2.43265 -2.25305 0.23666
C -3.56013 -2.79904 0.85345
C -3.60573 -4.15786 1.20751
C -2.48521 -4.96924 0.94674
C -1.33618 -4.42882 0.35546
Gd -0.15948 0.15874 0.32309
P 0.12241 2.72881 -0.63019
C -0.99708 3.28722 -1.92329
C -0.50209 3.99116 -3.03454
C -1.40294 4.49458 -3.97918
C -2.77731 4.22851 -3.87255
C -3.24576 3.42681 -2.82020
C -2.36514 2.93131 -1.86431
C -0.45314 3.44023 0.96546
C 0.29715 3.16953 2.13399
C -0.10171 3.71182 3.35631
C -1.29365 4.44104 3.45838
C -2.09020 4.62093 2.32220
C -1.67979 4.12565 1.08196
C 1.77046 3.40819 -0.88639
C 2.90966 2.56779 -0.94452
C 4.14427 3.14669 -1.20619
C 4.28031 4.52916 -1.38026
C 3.14228 5.35269 -1.27025
C 1.89183 4.79262 -1.00038
C 1.64576 -3.10918 0.00318
C 2.35409 -4.17811 -0.56766
C 3.46735 -4.72197 0.08762
C 3.88752 -4.20811 1.32327
C 3.20171 -3.12232 1.88033
C 2.11429 -2.56302 1.21988
H 1.19468 2.54174 2.09176
H 0.51945 3.56181 4.24259
H -1.60519 4.83327 4.42584
H -3.04970 5.14511 2.40861
H -2.31208 4.23256 0.20388
H 0.56757 4.15109 -3.13947
H -1.02643 5.09125 -4.80977
H -3.47099 4.62537 -4.61858
H -4.31326 3.19216 -2.75527
H -2.74352 2.29442 -1.05933
H 2.81884 1.48977 -0.80144
H 5.03880 2.51816 -1.28236
H 5.25123 4.97801 -1.59794
H 3.22985 6.42804 -1.40450
H 1.00974 5.42882 -0.90254
H 2.04218 -4.57478 -1.53064
H 4.01307 -5.54920 -0.37077
H 4.74022 -4.64349 1.84574
H 3.52537 -2.70883 2.84151
H 1.65461 -1.68151 1.66738
H -2.45050 -1.18790 -0.06953
H -4.42166 -2.16018 1.09484
H -4.49590 -4.58346 1.67875
H -2.50920 -6.02663 1.21063
H -0.46022 -5.04774 0.17426
H -1.83812 -3.73997 -2.45391
H -1.69000 -4.66432 -4.75377
H 0.35931 -4.32044 -6.12939
H 2.24835 -2.98294 -5.19911
H 2.12089 -2.05146 -2.90348
H 0.12441 0.17229 -2.19627
H 0.88895 0.10225 -2.03348
C -1.81433 -1.59021 3.20277
C -0.59604 -0.71524 3.46207
O 0.07367 -0.20911 2.29482
C -1.04121 0.52509 4.24245
F -1.74560 0.23921 5.36398
F 0.01849 1.29311 4.57082
F -1.85526 1.28858 3.43332
C 0.54047 -1.44579 4.20514
F 0.31897 -1.60697 5.52711
F 0.71729 -2.68462 3.65065
F 1.72707 -0.78848 4.04762
H -2.55116 -0.99840 2.64712
H -2.25395 -1.91458 4.14381
H -1.50135 -2.45713 2.60843
```

Energy above the lowest of the compared OMol25 structures with the same formula, charge and spin ... 0.0 kJ/mol
Spin multiplicity ... 8
Charge ... +2
Orbital gap (spin up / spin down) ... 0.28164 / 0.18577 Eh
DFT total energy ... -99798.574 eV

Results of the Mulliken charge analysis, in e, for atoms 1 through 6: C -0.25; C 0.86; C -0.70; C -0.65; C -0.54; C -0.69

---

(3)
This record from the Open Molecules 2025 dataset describes C40H36BaN2O7PSbTe as an isolated structure. The level of theory is ωB97M-V/def2-TZVPD.

Structure (XYZ):
```
89
Properties=species:S:1:pos:R:3
Ba -0.48007 -1.60531 0.46515
O 1.52171 -5.00968 1.49188
C 1.30422 -3.88023 1.04603
O 0.41577 -3.58467 0.17001
C 2.16932 -2.70003 1.45828
C 3.53125 -2.84576 1.49278
C 4.32370 -1.66572 1.68098
C 3.75337 -0.45578 1.79284
C 2.24042 -0.30357 1.74778
N 1.50996 -1.55621 1.69156
C 1.87153 0.54384 0.48595
O 2.52856 1.57116 0.23815
O 0.92329 0.11709 -0.25872
H 3.98047 -3.81622 1.33789
H 5.40619 -1.75613 1.70446
H 4.32284 0.45901 1.89620
C 0.04791 -4.22262 4.38334
C 1.34335 -3.84010 4.71701
C 1.71419 -2.52351 4.56164
C 0.78457 -1.61872 4.02473
N -0.48260 -1.96825 3.77581
C -0.81890 -3.24756 3.92467
C 1.11037 -0.16010 4.02645
C 0.75292 0.55927 5.16513
C 1.09428 1.89331 5.30616
C 1.78673 2.53022 4.28622
C 2.12819 1.83158 3.14030
C 1.79998 0.48310 2.99023
H -0.26235 -5.25619 4.45324
H 2.05303 -4.57199 5.08236
H 2.72005 -2.18435 4.77347
H -1.84735 -3.48794 3.66837
H 0.20702 0.05395 5.95400
H 0.83173 2.43038 6.21092
H 2.05356 3.57694 4.38241
H 2.64169 2.33232 2.33018
C 3.11354 2.05783 -7.49963
C 2.62673 3.07933 -6.69643
C 2.26937 2.82009 -5.37879
C 2.36571 1.53965 -4.83269
C 2.86539 0.53140 -5.65670
C 3.23378 0.77924 -6.97281
Sb 1.99204 1.12323 -2.65869
C 0.30561 2.47499 -2.59338
C 0.01121 3.08319 -1.37568
C -1.09272 3.91772 -1.25123
C -1.91717 4.14815 -2.34184
C -1.63283 3.54558 -3.56009
C -0.52834 2.71337 -3.68326
C 0.82059 -0.62281 -3.17907
C 1.48684 -1.83069 -3.37329
C 0.78405 -3.00189 -3.62065
C -0.60225 -2.98324 -3.66330
C -1.27841 -1.78914 -3.45417
C -0.57014 -0.61789 -3.21184
H 3.39479 2.25490 -8.52804
H 2.52200 4.08123 -7.09980
H 1.90214 3.63647 -4.76492
H 2.95846 -0.47700 -5.26601
H 3.61390 -0.02830 -7.58931
H 0.65313 2.88253 -0.52382
H -1.31537 4.37820 -0.29542
H -2.79232 4.77923 -2.24082
H -2.28545 3.71340 -4.40948
H -0.32340 2.23190 -4.63222
H 2.56931 -1.86779 -3.29469
H 1.32252 -3.93424 -3.74284
H -1.15244 -3.90031 -3.83571
H -2.36183 -1.76222 -3.46233
H -1.11924 0.29761 -3.03768
C -6.81796 -0.80468 1.56110
C -5.49503 -1.44746 1.95128
O -4.47391 -0.46155 2.11240
P -3.26309 -0.45917 0.98257
O -2.67687 -1.83130 0.95582
Te -3.98964 0.42873 -1.05333
O -2.20364 0.47056 1.77444
C -2.23394 1.89742 1.66586
C -3.25659 2.51191 2.60745
H -7.61016 -1.55617 1.51135
H -6.71712 -0.32996 0.58581
H -7.09623 -0.04791 2.29745
H -5.19322 -2.18587 1.20407
H -5.59562 -1.96731 2.90871
H -2.45020 2.18384 0.63387
H -1.22683 2.23977 1.91330
H -4.26361 2.22637 2.30251
H -3.17590 3.60091 2.59019
H -3.08053 2.15664 3.62392
```

Energy above the lowest of the compared OMol25 structures with the same formula, charge and spin ... 249.0 kJ/mol
Charge ... -2
Orbital gap ... 0.17656 Eh
DFT total energy ... -83195.536 eV

Results of the Mulliken charge analysis, in e, for atoms 1 through 6: Ba 2.25; O -0.72; C -0.23; O -0.92; C 1.25; C -0.68

---

(4)
This record from the Open Molecules 2025 dataset describes C40H37ClF3IrN3OP2 as an isolated structure. The level of theory is ωB97M-V/def2-TZVPD.

Structure (XYZ):
```
88
Properties=species:S:1:pos:R:3
Ir 0.19947 -0.42762 -0.76842
C 2.92113 -0.34068 1.95915
C 1.67422 -0.69734 2.74878
P 0.13360 -0.32047 1.83647
C -0.05343 1.44993 2.23507
C 0.64903 2.40315 1.49604
C 0.58251 3.74492 1.83450
C -0.20358 4.15042 2.90392
C -0.91034 3.21059 3.63947
C -0.83587 1.86379 3.31323
C -1.26583 -1.08591 2.66588
C -2.53143 -0.68708 2.22782
C -3.66946 -1.21860 2.81258
C -3.54690 -2.17422 3.81433
C -2.29016 -2.60993 4.21388
C -1.14724 -2.07314 3.63982
C 3.22700 -1.36811 0.86923
P 2.52814 -0.90621 -0.73954
C 2.54026 -2.37798 -1.76577
C 2.30983 -3.65198 -1.23413
C 2.19674 -4.74016 -2.08231
C 2.27892 -4.56048 -3.45773
C 2.49113 -3.29248 -3.99137
C 2.61829 -2.20341 -3.15365
C 3.78325 0.16292 -1.45812
C 3.57388 1.53016 -1.61377
C 4.59949 2.32860 -2.09835
C 5.82055 1.76199 -2.42901
C 6.02258 0.39267 -2.28473
C 5.00800 -0.41355 -1.80125
H 3.76617 -0.30201 2.64574
H 2.82341 0.66182 1.53071
H 1.62397 -0.10444 3.66311
H 1.68262 -1.75603 3.00712
H 1.23876 2.09447 0.64237
H 1.13280 4.47853 1.25998
H -0.27238 5.19944 3.15876
H -1.53309 3.52478 4.46630
H -1.37493 1.14237 3.91213
H -2.61608 0.05263 1.43791
H -4.65059 -0.89023 2.49654
H -4.43203 -2.58302 4.28322
H -2.20009 -3.35835 4.98982
H -0.17235 -2.41366 3.96007
H 2.84750 -2.34831 1.15476
H 4.30312 -1.44345 0.70830
H 2.22648 -3.79679 -0.16584
H 2.03746 -5.72861 -1.67233
H 2.17794 -5.41200 -4.11771
H 2.54843 -3.15606 -5.06254
H 2.78274 -1.21836 -3.56915
H 2.60889 1.96007 -1.36880
H 4.44435 3.39209 -2.21812
H 6.61953 2.38624 -2.80524
H 6.97478 -0.04742 -2.54772
H 5.16227 -1.48093 -1.69880
C -3.34132 -5.00125 -1.14515
N -2.28130 -4.11257 -0.69711
C -1.52156 -4.31522 0.52229
C -0.57448 -3.13846 0.49151
O 0.32868 -2.91968 1.26931
N -0.91042 -2.34481 -0.58114
C -1.91701 -2.97187 -1.27058
N -2.45142 -2.47373 -2.36433
H -3.22048 -5.96420 -0.65734
H -3.28381 -5.15100 -2.22324
H -4.32573 -4.60343 -0.89356
H -0.99938 -5.27262 0.52267
H -2.15239 -4.26311 1.41530
H -1.95035 -1.71011 -2.81632
H -3.13129 -2.99149 -2.89587
F -3.17223 8.30519 -1.33166
C -4.01859 7.31591 -1.03095
F -5.05832 7.39148 -1.87301
F -4.48972 7.55035 0.20350
C -3.35818 5.96135 -1.10239
C -4.06188 4.85935 -0.63271
C -3.45405 3.62038 -0.60249
C -2.13922 3.48340 -1.05616
C -1.47262 4.58011 -1.60920
C -2.08342 5.82185 -1.62556
C -1.43244 2.25382 -0.92981
C -0.76664 1.24177 -0.80069
H -5.07813 4.98039 -0.28218
H -3.98786 2.76029 -0.22182
H -0.47663 4.44760 -2.00941
H -1.56768 6.67801 -2.03631
Cl -0.10363 -0.72023 -3.15821
```

Energy above the lowest of the compared OMol25 structures with the same formula, charge and spin ... 260.1 kJ/mol
Spin multiplicity ... 2
Charge ... +2
Orbital gap (spin up / spin down) ... 0.18969 / 0.19794 Eh
DFT total energy ... -90677.173 eV

Results of the Mulliken charge analysis, in e, for atoms 1 through 6: Ir 1.96; C -1.23; C -1.08; P 1.02; C 0.73; C 0.04